Entry 1:
{"formula": "C10H31BO8P", "method": "ωB97M-V/def2-TZVPD", "elements": ["O", "C", "C", "C", "C", "C", "C", "O", "P", "C", "B", "O", "O", "O", "H", "H", "H", "H", "H", "H", "H", "H", "H", "H", "H", "H", "H", "H", "H", "H", "H", "H", "H", "C", "O", "H", "H", "H", "H", "C", "O", "H", "H", "H", "H", "C", "O", "H", "H", "H", "H"], "coordinates": [[-1.581, -1.184, -4.548], [-1.250, -0.231, -5.559], [0.018, 0.571, -5.226], [-0.303, 1.743, -4.248], [-0.315, 1.230, -2.794], [-0.418, 2.346, -1.710], [-1.656, 2.143, -0.757], [-1.349, 1.604, 0.511], [0.330, 1.129, 0.517], [0.131, -0.194, 1.933], [0.451, -1.545, 1.213], [-0.561, -2.416, 0.715], [1.803, -1.951, 0.970], [0.705, 2.165, -0.859], [-2.329, -0.839, -4.072], [-2.106, 0.443, -5.683], [-1.119, -0.788, -6.493], [0.713, -0.110, -4.728], [0.472, 0.960, -6.142], [0.432, 2.548, -4.343], [-1.270, 2.166, -4.550], [-1.115, 0.512, -2.609], [0.620, 0.693, -2.630], [-0.488, 3.351, -2.140], [-2.404, 1.449, -1.175], [-2.179, 3.109, -0.686], [0.660, 2.178, 1.437], [1.687, 0.632, 0.360], [-0.136, 0.027, -0.359], [-0.893, -0.188, 2.302], [0.824, -0.020, 2.754], [-0.535, -2.306, -0.239], [1.879, -1.966, 0.012], [-3.070, -0.553, 4.913], [-1.844, -0.024, 4.433], [-2.851, -1.472, 5.453], [-3.560, 0.151, 5.595], [-3.743, -0.781, 4.081], [-2.039, 0.785, 3.950], [3.524, -5.058, 0.171], [3.718, -4.085, 1.180], [4.264, -5.846, 0.311], [2.523, -5.496, 0.242], [3.660, -4.621, -0.824], [3.052, -3.391, 1.043], [1.016, 2.167, 4.973], [1.811, 1.715, 3.888], [0.327, 1.368, 5.235], [1.640, 2.403, 5.843], [0.441, 3.054, 4.685], [2.415, 2.422, 3.651]], "nbo_charge": [-0.726, -0.057, -0.425, -0.395, -0.423, 0.076, -0.077, -0.825, 1.240, -1.136, 1.197, -0.954, -0.965, -0.818, 0.469, 0.152, 0.160, 0.214, 0.195, 0.198, 0.176, 0.197, 0.223, 0.155, 0.143, 0.147, -0.144, -0.166, -0.251, 0.228, 0.246, 0.481, 0.479, -0.244, -0.714, 0.176, 0.148, 0.164, 0.473, -0.245, -0.747, 0.166, 0.159, 0.150, 0.501, -0.253, -0.706, 0.200, 0.144, 0.156, 0.460], "fmax_ev_per_a": 2.5, "gap_ev": 7.218, "total_charge": -1, "homo_energy_ev": -4.27}


Entry 2:
{"formula": "C3H10N2S", "method": "ωB97M-V/def2-TZVPD", "elements": ["C", "C", "C", "N", "N", "S", "H", "H", "H", "H", "H", "H", "H", "H", "H", "H"], "coordinates": [[-2.573, -1.259, -1.374], [-0.602, 1.513, -1.009], [2.790, -0.574, 1.469], [-0.948, 0.439, 1.180], [-1.468, -1.263, -0.746], [-0.336, -0.100, -0.142], [3.453, 0.106, 0.634], [-3.152, -2.113, -1.479], [-2.718, -0.632, -2.355], [0.432, 1.915, -1.102], [-0.930, 1.297, -1.937], [-1.234, 2.143, -0.466], [2.564, 0.438, 1.995], [2.016, -0.998, 1.058], [3.430, -0.867, 2.277], [-0.724, -0.045, 1.996]], "nbo_charge": [-0.005, -0.752, -0.851, -1.131, -0.645, 1.206, 0.198, 0.169, 0.132, 0.227, 0.200, 0.247, 0.218, 0.200, 0.230, 0.357], "fmax_ev_per_a": 10.5, "gap_ev": 9.204, "relative_energy_kcal_mol": 120.90, "total_charge": 0, "homo_energy_ev": -8.83}


Entry 3:
{"formula": "C6H8", "method": "ωB97M-V/def2-TZVPD", "elements": ["C", "C", "C", "C", "C", "C", "H", "H", "H", "H", "H", "H", "H", "H"], "coordinates": [[1.346, 0.041, -0.140], [2.360, -0.604, 0.306], [-0.674, 1.422, 0.349], [0.294, 0.820, -0.745], [-0.527, -0.049, 0.239], [-1.683, -1.023, -0.001], [2.375, -1.472, 0.950], [3.430, -0.318, 0.032], [-0.312, 2.023, 1.139], [-1.674, 1.752, -0.089], [0.313, 1.134, -1.847], [-2.042, -1.555, 0.883], [-0.915, -1.724, -0.439], [-2.291, -0.447, -0.639]], "nbo_charge": [0.131, -0.486, -0.396, -0.328, -0.016, -0.655, 0.226, 0.213, 0.204, 0.195, 0.229, 0.230, 0.235, 0.217], "fmax_ev_per_a": 5.9, "gap_ev": 9.071, "relative_energy_kcal_mol": 110.45, "total_charge": 0, "homo_energy_ev": -8.00}


Entry 4:
{"formula": "C5H9NO2", "method": "ωB97M-V/def2-TZVPD", "elements": ["O", "C", "O", "C", "C", "C", "C", "N", "H", "H", "H", "H", "H", "H", "H", "H", "H"], "coordinates": [[-1.583, 3.160, -0.704], [-1.753, 2.646, -1.789], [-1.002, 1.634, -2.070], [-0.063, 0.079, 0.442], [0.277, -1.025, 1.328], [0.687, -2.322, 0.985], [1.048, -2.711, -0.263], [0.385, 1.337, 0.903], [-2.506, 3.010, -2.500], [0.319, -0.195, -0.563], [-0.023, 2.108, 0.394], [0.583, -0.634, 2.303], [1.001, -2.956, 1.809], [0.866, -2.067, -1.108], [1.503, -3.682, -0.381], [1.373, 1.455, 1.053], [-1.109, 0.162, 0.161]], "nbo_charge": [-0.476, 0.593, -0.254, -0.363, 0.256, -0.355, -0.040, -0.813, 0.151, 0.242, 0.416, 0.241, 0.258, 0.212, 0.239, 0.383, 0.311], "fmax_ev_per_a": 1.5, "gap_ev": [6.714, 6.694], "relative_energy_kcal_mol": 101.54, "total_charge": 1, "homo_energy_ev": [-13.67, -13.66], "multiplicity": 2}